Below is a 10-piece molecular cluster, C57H120ClF9N6O9S3 overall at a distorted geometry, with properties calculated with the ωB97M-V functional and the def2-TZVPD basis.

## Properties
E_tot: -5802.5529 Ha
orbital gap: 9.07 eV
total charge: +2

The geometry in XYZ format:
```
205
Properties=species:S:1:pos:R:3:forces:R:3
C -3.84293 -1.52775 -7.49964 -0.76 0.38 -1.26
C -3.28869 -0.99845 -6.18383 -1.47 0.30 -1.01
C -4.30294 -0.49268 -5.19683 -1.16 1.77 -0.42
C -5.33562 -1.51094 -4.82123 -0.91 -0.57 0.46
N -6.19610 -1.18932 -3.60064 1.40 0.95 1.14
C -7.04134 -2.37942 -3.21477 -1.76 1.22 -0.17
C -8.37427 -1.75160 -2.64923 0.94 -0.41 0.19
C -8.13580 -0.25424 -2.60953 -1.83 0.45 -0.09
C -7.15437 -0.00435 -3.68136 0.81 -0.52 -1.77
C -5.25485 -0.83829 -2.41153 -1.46 1.06 -1.28
H -4.23253 -0.67021 -8.10951 0.86 -0.39 0.28
H -4.77545 -2.13175 -7.54595 0.87 -0.35 0.78
H -3.01935 -2.03740 -8.03279 -0.69 0.20 -0.06
H -2.72793 -0.13396 -6.47781 0.78 0.39 0.10
H -2.65871 -1.67372 -5.67443 0.85 -0.98 0.40
H -4.83908 0.42012 -5.58725 0.56 -0.70 0.26
H -3.69994 -0.16002 -4.36987 -0.14 0.07 0.75
H -4.83194 -2.45718 -4.57651 -0.28 0.08 -0.03
H -6.11042 -1.68413 -5.58493 0.61 -0.01 -0.11
H -6.52759 -2.88260 -2.43870 0.57 -0.80 0.47
H -7.25699 -3.03117 -4.05905 0.39 0.14 -0.10
H -8.60003 -2.19553 -1.69619 0.12 0.06 0.66
H -9.26118 -1.94322 -3.19784 -0.46 -0.49 -1.18
H -7.74594 0.02326 -1.66096 0.36 0.52 0.82
H -9.07663 0.34431 -2.78265 0.99 -0.65 0.24
H -6.60436 0.90066 -3.62937 0.68 0.84 0.47
H -7.55060 0.02149 -4.69124 -0.53 -0.44 -0.16
H -5.02552 0.22183 -2.33822 -0.24 0.22 -0.73
H -4.35583 -1.34027 -2.52666 1.52 -1.41 0.03
H -5.79807 -1.03962 -1.53869 -0.52 -0.78 1.31
C 1.53439 7.94621 -8.88382 -1.95 1.14 1.96
C 0.09867 8.45373 -9.06699 0.03 -0.10 0.32
C -0.75880 8.41927 -7.75813 -0.18 1.59 -0.10
C -1.18546 7.03594 -7.39322 0.41 -1.45 0.04
N -2.11754 6.79833 -6.22584 -0.76 1.50 0.18
C -3.34789 7.72444 -6.32175 -0.06 0.05 -0.09
C -3.14177 8.77208 -5.26100 -0.20 0.67 1.21
C -2.48165 7.96931 -4.11135 -1.01 0.09 -0.19
C -1.48262 7.14251 -4.87893 -0.46 -0.65 0.07
C -2.59023 5.39723 -6.24675 0.05 -1.48 -0.59
H 1.98481 8.62720 -8.15193 0.47 -0.49 -0.15
H 1.98509 8.01548 -9.81712 1.28 -0.19 -1.45
H 1.43917 6.94097 -8.50773 0.68 -0.45 0.06
H -0.31233 7.80336 -9.85460 -0.54 0.43 0.27
H 0.12436 9.49336 -9.43436 -0.17 -0.45 0.08
H -1.63270 9.04072 -7.93681 -0.31 0.01 -0.23
H -0.27843 8.97781 -6.91607 0.17 -0.71 -0.61
H -0.28468 6.47632 -7.09601 -0.32 -0.22 -0.45
H -1.70932 6.55431 -8.24743 0.57 0.20 0.42
H -4.20222 7.11411 -6.01972 0.06 0.05 -0.19
H -3.49984 8.09466 -7.35430 0.25 -0.37 0.58
H -4.09261 9.25687 -4.97597 0.32 -0.46 -0.05
H -2.48268 9.59718 -5.48824 0.30 0.14 -0.72
H -3.24950 7.34376 -3.68670 -0.23 -0.39 0.40
H -2.04614 8.56847 -3.29294 -0.05 -0.23 -0.61
H -1.15945 6.20686 -4.43253 0.00 0.04 0.16
H -0.66509 7.78102 -5.04512 1.37 0.51 -0.57
H -3.37410 5.29846 -7.02929 0.46 0.09 0.61
H -2.97645 5.05582 -5.25908 0.20 0.46 -0.63
H -1.74462 4.74097 -6.56329 -0.55 0.47 0.45
C 1.59943 -5.88142 -2.74648 -0.12 -0.37 -0.79
C 2.78250 -5.83406 -1.77617 -1.29 -0.30 0.65
C 2.65697 -4.72411 -0.69623 1.33 -1.91 -0.34
C 1.31941 -4.95279 -0.03906 0.18 -0.58 0.70
N 0.98706 -4.09422 1.16776 -1.23 -1.24 -0.93
C 1.62079 -4.63073 2.39569 -0.27 0.28 0.99
C 0.57408 -5.36027 3.19779 -0.44 -0.88 -0.35
C -0.70010 -5.41322 2.33888 0.45 -1.02 1.24
C -0.55429 -4.27412 1.42500 1.19 1.32 1.89
C 1.39217 -2.69071 0.92065 1.94 -0.43 -0.59
H 1.92045 -6.53700 -3.55911 -0.35 -0.15 -0.06
H 1.36148 -4.92460 -3.24237 0.12 -0.14 0.48
H 0.65746 -6.30748 -2.32542 0.79 0.37 -0.22
H 3.73346 -5.85838 -2.32506 -0.22 0.35 0.38
H 2.71408 -6.74855 -1.15383 0.41 0.00 -0.61
H 2.73175 -3.76090 -1.16543 0.15 0.56 0.08
H 3.54952 -5.00638 -0.09185 -0.70 1.10 0.32
H 1.16047 -6.01965 0.23828 0.39 0.65 0.21
H 0.56448 -4.77629 -0.76394 -0.71 0.60 -0.53
H 1.90270 -3.77792 2.99497 0.70 0.18 -0.15
H 2.42914 -5.30112 2.17354 0.66 0.27 -0.39
H 0.41070 -4.84572 4.15158 -0.08 -0.39 -0.22
H 0.80716 -6.41291 3.28087 0.59 -0.09 0.89
H -1.47489 -5.35990 3.11595 -0.50 0.30 -0.98
H -0.75793 -6.35408 1.82786 -0.17 -0.67 -0.20
H -0.79350 -3.50104 2.12088 -0.09 1.48 -0.14
H -1.18057 -4.21655 0.59467 -0.40 0.09 -1.76
H 2.50613 -2.60401 1.05769 -0.92 -0.42 -0.22
H 0.99579 -2.07948 1.69782 -0.91 0.61 0.21
H 1.17316 -2.48960 -0.12979 -0.48 0.57 0.45
C -6.65717 3.23918 3.93357 -0.16 0.18 -0.54
C -5.23369 2.82615 3.63593 0.43 -1.20 -0.52
C -5.14491 1.74493 2.47253 0.44 -0.05 2.26
C -3.75705 1.14845 2.58131 1.08 0.07 -2.07
N -3.37881 0.12875 1.42568 -1.11 -0.37 2.85
C -1.87218 -0.06531 1.43944 -1.50 2.48 -1.37
C -1.51348 1.28509 0.75302 0.52 -1.18 0.17
C -2.66543 1.67560 -0.16059 -0.08 -0.28 -0.91
C -3.69229 0.59746 0.03444 -0.36 -1.10 1.31
C -4.08766 -1.14450 1.74661 -0.60 -0.28 0.73
H -7.13127 2.37849 4.38808 -0.52 -0.08 0.05
H -7.16625 3.46708 2.95438 0.24 0.07 1.18
H -6.71173 4.07468 4.66163 -0.04 -0.37 -0.68
H -4.74251 2.37584 4.51904 -0.31 0.27 -0.17
H -4.63196 3.67321 3.35265 0.32 0.41 -0.19
H -5.25592 2.24163 1.52056 -0.48 -0.10 -0.30
H -5.86310 0.94223 2.71308 -0.17 0.54 -0.61
H -3.52324 0.56241 3.45126 -0.28 -0.03 0.63
H -3.02828 1.97254 2.50913 -0.25 -0.46 0.09
H -1.69692 -0.82577 0.70976 0.34 -1.05 0.12
H -1.51491 -0.21234 2.44614 0.20 -0.39 0.10
H -0.57386 1.13394 0.26558 0.59 0.28 -0.47
H -1.41559 2.02426 1.49712 0.59 0.95 0.79
H -2.44336 1.71869 -1.20788 0.55 -0.08 -0.61
H -3.03334 2.67034 0.02835 -0.38 0.27 0.44
H -3.49157 -0.37933 -0.45721 -0.20 1.05 -0.76
H -4.75037 0.89725 0.00645 0.48 -0.15 -0.33
H -5.16221 -1.00999 1.76342 -0.28 0.56 -0.09
H -3.86181 -1.57612 2.75157 0.55 0.54 -0.91
H -3.92031 -1.84053 0.95175 0.59 -0.57 -0.28
C 7.81245 2.68548 2.86418 0.88 0.73 0.63
C 7.97091 1.58953 1.83996 -0.08 -1.04 0.28
C 9.25467 0.75806 1.95195 -0.01 0.31 -1.87
C 9.01289 -0.34846 0.85242 0.43 1.25 1.56
N 10.14351 -1.22048 0.55863 -1.02 -0.96 -0.42
C 9.61409 -2.28452 -0.38101 1.75 -1.33 -0.04
C 10.77408 -3.33468 -0.31677 0.70 0.50 -0.61
C 11.26560 -3.31811 1.15847 -2.75 0.07 0.10
C 10.47827 -2.09721 1.73771 1.06 0.22 0.54
C 11.23042 -0.50506 -0.12093 -0.85 0.33 -1.65
H 7.99902 2.30393 3.90590 -0.67 0.27 -0.91
H 6.83358 3.14860 2.72807 -0.04 -0.13 0.50
H 8.54113 3.52037 2.75642 -0.24 -0.56 -0.19
H 8.03029 1.96004 0.81318 -0.72 0.31 0.08
H 7.12592 0.84824 1.97695 0.78 0.99 -0.49
H 9.41037 0.45281 2.96181 -0.10 -0.99 0.66
H 10.15583 1.37397 1.72201 -0.58 -0.26 -0.14
H 8.74752 0.10847 -0.09997 -0.17 0.20 0.13
H 8.25488 -1.04043 1.15867 -0.86 0.15 0.33
H 9.49442 -1.89736 -1.39501 -0.37 0.12 0.31
H 8.71372 -2.70703 0.09059 0.14 0.31 -0.42
H 11.61692 -3.11512 -1.02778 -0.84 0.11 0.62
H 10.46252 -4.30591 -0.64112 -0.51 -0.56 0.03
H 12.31825 -3.25502 1.25766 0.91 0.05 0.17
H 10.84812 -4.21661 1.66383 0.70 0.54 -0.18
H 10.94078 -1.49544 2.52013 0.54 -0.02 -0.28
H 9.53422 -2.38391 2.20235 -0.19 -0.22 -0.47
H 11.70139 0.23059 0.49689 0.28 0.17 0.43
H 10.78465 0.00203 -1.05250 0.60 -0.66 1.50
H 11.86966 -1.28463 -0.47147 1.00 0.10 -0.11
C -2.31787 0.10249 8.47773 0.34 -0.93 -0.27
C -2.13555 -1.37797 8.78789 -0.07 -0.73 -1.37
C -0.65370 -1.70730 9.07079 -0.35 -0.20 0.29
C -0.03513 -1.84513 7.68532 0.19 -0.20 0.42
N 1.40629 -1.47085 7.62455 1.02 0.77 0.20
C 2.05522 -1.76157 6.27933 0.27 -0.02 0.15
C 2.68253 -3.18113 6.31060 -0.72 0.58 0.65
C 2.57360 -3.58562 7.78569 -1.12 -1.15 0.57
C 2.29630 -2.27296 8.52953 0.16 -0.02 0.24
C 1.51179 0.04351 7.84676 1.94 -0.42 -1.09
H -2.51405 0.60892 9.40568 0.18 0.63 0.20
H -3.12327 0.27408 7.78244 -0.36 0.12 -0.12
H -1.39676 0.40364 7.99479 0.07 0.84 0.03
H -2.39592 -2.00265 7.89106 -0.03 0.53 0.66
H -2.86012 -1.64125 9.52644 -0.06 -0.52 0.86
H -0.51773 -2.61690 9.65219 -0.12 -0.07 0.08
H -0.18608 -0.88991 9.63629 -0.16 -0.19 -0.07
H -0.57046 -1.12978 7.09179 0.13 0.10 -0.95
H -0.14915 -2.83332 7.22874 -0.07 0.16 0.19
H 2.81126 -0.97290 6.25581 -0.09 -0.32 -0.83
H 1.23966 -1.67246 5.58045 0.09 0.30 -0.83
H 3.72432 -3.22840 6.03434 0.18 0.46 -0.45
H 2.11297 -3.83043 5.65450 0.02 -0.18 0.00
H 3.44253 -4.13920 8.14225 0.26 0.59 0.13
H 1.78868 -4.34752 7.93090 -0.15 0.55 -0.03
H 3.23563 -1.74708 8.50041 0.40 0.46 0.30
H 1.91107 -2.24380 9.55752 0.08 -0.44 -0.38
H 1.19351 0.31871 8.82195 -0.32 0.12 0.70
H 0.91893 0.51721 7.07325 -0.25 0.00 0.01
H 2.58556 0.41063 7.67948 -1.47 -0.87 0.43
Cl -0.73603 -2.01951 4.04696 0.08 0.05 0.30
C -2.38575 -4.32876 -2.66066 -0.95 1.70 1.44
F -2.18846 -4.39456 -3.93146 0.51 -0.27 -1.95
F -3.70808 -4.42258 -2.44345 -0.65 -0.20 -0.01
F -1.80076 -5.30991 -2.04979 0.83 -1.64 0.76
S -1.82886 -2.71959 -1.97623 1.26 0.04 1.81
O -2.21182 -1.80875 -2.99650 -0.92 1.28 -1.37
O -2.54926 -2.54294 -0.70321 0.22 -0.41 -0.79
O -0.38835 -2.84877 -1.81392 -0.44 -0.38 0.05
C -5.87732 4.99984 -2.63262 -1.14 -0.48 -1.17
F -5.52367 6.09103 -3.36542 0.05 -0.23 0.60
F -5.84942 5.29632 -1.33281 0.42 -0.10 -0.58
F -7.17182 4.72606 -2.96251 0.75 0.30 0.42
S -4.86069 3.52248 -3.20029 -1.19 -1.95 1.80
O -5.40353 3.17148 -4.50525 0.89 0.95 0.21
O -3.49148 4.00029 -3.07313 -0.43 -0.07 -0.58
O -5.25634 2.47343 -2.21010 0.84 1.44 -0.76
C 6.49961 -2.83716 4.40388 0.58 1.18 0.54
F 7.84297 -2.77513 4.62690 -0.67 -0.08 -0.25
F 6.06164 -3.97235 4.92639 -0.17 -0.35 -0.20
F 5.95297 -1.82586 5.15024 0.11 -0.58 -0.42
S 6.13386 -2.56399 2.59438 0.38 1.28 0.49
O 6.39780 -1.12900 2.47927 -0.21 -0.87 0.06
O 7.09844 -3.39744 1.93629 1.00 -0.49 -0.49
O 4.77696 -2.97557 2.41569 -1.04 -0.12 0.17
```
Forces are in eV/Å.